Record 1
{
  "formula": "C18H21F6N5O4S3SiY",
  "method": "ωB97M-V with the def2-TZVPD basis set",
  "multiplicity": 1,
  "homo_lumo_gap_ev": 5.49,
  "e_lumo_ev": -5.26,
  "total_charge": 1,
  "e_tot_ev": -92375.40406,
  "elements": ["Y", "C", "C", "C", "C", "C", "C", "N", "N", "Si", "C", "C", "C", "H", "H", "H", "H", "H", "H", "H", "H", "H", "H", "H", "H", "H", "H", "H", "F", "C", "F", "F", "S", "O", "O", "N", "S", "O", "O", "C", "F", "F", "F", "N", "C", "N", "C", "C", "C", "C", "C", "C", "S", "H", "H", "H", "H", "H", "H"],
  "coordinates": [[0.385, -0.722, 0.089], [3.707, 0.515, 1.744], [2.787, 1.480, 1.025], [3.244, 2.749, 0.629], [2.424, 3.562, -0.116], [1.115, 3.288, -0.386], [0.781, 1.922, -0.142], [1.608, 1.095, 0.577], [-0.338, 1.345, -0.540], [-1.409, 1.904, -1.851], [-2.359, 3.480, -1.321], [-0.396, 2.073, -3.423], [-2.753, 0.579, -2.123], [4.425, 1.015, 2.409], [4.213, -0.130, 1.069], [3.023, -0.163, 2.382], [4.248, 3.115, 0.943], [2.896, 4.526, -0.425], [0.411, 3.921, -0.854], [-1.676, 4.372, -1.263], [-2.954, 3.394, -0.411], [-3.070, 3.617, -2.167], [-0.004, 3.096, -3.446], [-1.035, 1.951, -4.331], [0.452, 1.396, -3.484], [-3.218, 0.137, -1.208], [-2.419, -0.324, -2.730], [-3.633, 1.104, -2.695], [-0.598, -3.668, -4.736], [-0.688, -2.623, -3.873], [0.000, -1.572, -4.377], [-2.009, -2.220, -3.884], [-0.344, -3.193, -2.137], [-0.863, -2.131, -1.182], [-1.126, -4.437, -2.102], [1.191, -3.541, -2.066], [2.266, -2.446, -1.372], [2.102, -2.596, 0.152], [1.788, -1.030, -1.712], [4.299, -2.355, -1.514], [4.876, -3.551, -1.328], [4.811, -1.857, -2.658], [4.547, -1.499, -0.474], [0.523, -3.283, 2.459], [-0.513, -2.516, 2.799], [-0.965, -1.473, 2.113], [-1.957, -0.785, 2.892], [-2.555, 0.432, 2.532], [-3.341, 1.089, 3.457], [-3.561, 0.506, 4.696], [-3.152, -0.818, 5.004], [-2.287, -1.473, 4.108], [-1.241, -2.816, 4.446], [1.085, -3.091, 1.641], [0.765, -4.026, 3.048], [-2.210, 0.882, 1.577], [-3.718, 2.079, 3.199], [-4.027, 1.078, 5.473], [-3.557, -1.360, 5.866]],
  "forces_ev_per_angstrom": [[-1.780, 0.822, 0.929], [-2.331, -0.300, 1.790], [2.334, 1.938, -0.716], [1.283, -1.404, 1.351], [0.549, 2.673, -0.326], [1.004, -2.248, 0.306], [0.162, 1.591, 0.486], [-0.442, -0.351, 0.239], [-1.404, -1.715, -0.836], [-0.791, -0.529, 0.821], [0.805, 0.152, -1.150], [-0.705, 0.723, -0.319], [-0.995, -0.336, -0.820], [-0.315, -0.117, -0.327], [0.476, -0.265, -0.524], [1.172, 0.881, -0.683], [-0.923, -0.478, -0.372], [-0.755, -0.683, 0.245], [-0.324, 0.610, -0.481], [-0.860, -0.709, -0.032], [0.225, -0.128, -0.004], [0.355, 0.288, 0.511], [0.102, -0.092, -0.190], [0.469, 0.032, 0.677], [-0.004, -0.197, 0.057], [0.384, 0.542, -0.449], [-0.401, 1.365, 0.594], [1.604, -1.036, 0.883], [0.418, 1.274, 1.498], [-2.139, 0.915, -2.569], [0.021, -1.290, 1.129], [1.600, -0.731, 0.395], [-3.232, -2.123, 0.817], [1.497, -1.378, -1.807], [1.958, 2.725, 0.048], [3.552, 1.246, 0.721], [-4.218, 1.250, 1.756], [0.805, 0.388, -2.917], [1.729, -2.381, 0.035], [2.381, -0.113, -0.316], [-1.442, 1.516, 0.265], [-1.799, -0.405, 1.738], [-0.633, -1.788, -2.118], [-0.311, 0.896, -1.008], [-0.658, 0.753, 1.163], [0.529, -0.516, 0.845], [-0.094, -0.979, 0.323], [1.408, -0.785, -0.703], [0.303, 0.228, -0.075], [-0.046, -1.259, 0.318], [-0.063, 0.276, -0.722], [-0.431, 2.368, -0.344], [0.147, 0.267, -2.091], [-0.056, -0.426, 0.217], [0.496, -1.101, 0.636], [-0.597, -0.182, 0.654], [0.053, -0.271, 0.327], [-0.586, 0.042, 0.143], [0.512, 0.556, -0.018]]
}

---

Record 2
{
  "formula": "C18H21FN4O",
  "method": "ωB97M-V with the def2-TZVPD basis set",
  "multiplicity": 1,
  "homo_lumo_gap_ev": 8.75,
  "de_lowest_kcal_mol": 0.0,
  "e_lumo_ev": 0.86,
  "smiles": "Cc1ccnc(N2CCC(C(=O)NCc3ccccc3F)CC2)n1",
  "e_tot_ev": -29733.67010,
  "elements": ["C", "C", "C", "C", "N", "C", "N", "C", "C", "C", "C", "O", "N", "C", "C", "C", "C", "C", "C", "C", "F", "C", "C", "N", "H", "H", "H", "H", "H", "H", "H", "H", "H", "H", "H", "H", "H", "H", "H", "H", "H", "H", "H", "H", "H"],
  "coordinates": [[1.429, 0.801, 4.163], [0.608, 0.894, 2.917], [-0.733, 0.505, 2.892], [-1.389, 0.640, 1.684], [-0.799, 1.081, 0.589], [0.494, 1.417, 0.706], [1.111, 1.911, -0.386], [2.538, 2.117, -0.401], [3.252, 0.869, -0.949], [2.316, 0.103, -1.896], [1.525, -0.942, -1.095], [1.911, -1.380, -0.031], [0.426, -1.420, -1.716], [-0.389, -2.462, -1.140], [-1.743, -1.998, -0.661], [-2.253, -2.439, 0.554], [-3.514, -2.064, 0.981], [-4.292, -1.222, 0.204], [-3.806, -0.760, -1.005], [-2.551, -1.161, -1.419], [-2.111, -0.723, -2.627], [1.448, 1.104, -2.664], [0.500, 1.823, -1.692], [1.207, 1.358, 1.837], [2.385, 1.294, 4.010], [1.607, -0.246, 4.404], [0.905, 1.259, 5.000], [-1.229, 0.128, 3.771], [-2.437, 0.388, 1.575], [2.739, 2.988, -1.033], [2.861, 2.330, 0.617], [3.511, 0.203, -0.125], [4.167, 1.162, -1.463], [2.919, -0.476, -2.606], [0.104, -1.007, -2.574], [0.175, -2.869, -0.297], [-0.531, -3.254, -1.889], [-1.645, -3.085, 1.169], [-3.888, -2.424, 1.928], [-5.273, -0.921, 0.539], [-4.385, -0.101, -1.633], [0.876, 0.633, -3.465], [2.117, 1.826, -3.138], [0.278, 2.833, -2.060], [-0.442, 1.287, -1.574]],
  "forces_ev_per_angstrom": [[-0.016, 0.007, -0.012], [-0.321, -0.087, 0.016], [0.051, 0.027, -0.050], [0.048, -0.070, 0.246], [0.069, 0.137, -0.290], [-0.583, 0.004, 0.593], [0.156, 0.028, -0.288], [0.370, 0.048, 0.089], [-0.062, -0.032, 0.077], [0.239, 0.035, 0.123], [0.255, 0.097, -0.510], [0.074, -0.096, 0.412], [-0.350, -0.061, -0.258], [-0.043, -0.171, -0.048], [0.037, 0.087, -0.140], [-0.061, 0.053, -0.129], [-0.101, -0.067, 0.111], [0.030, -0.048, 0.061], [0.170, 0.056, -0.192], [-0.161, -0.131, 0.290], [0.039, -0.047, 0.033], [0.013, -0.074, 0.137], [-0.274, 0.144, -0.279], [0.337, 0.013, -0.040], [0.035, 0.015, 0.019], [0.031, -0.066, 0.070], [-0.002, -0.005, 0.096], [-0.064, -0.024, 0.099], [-0.044, -0.045, 0.079], [0.004, -0.002, 0.056], [0.051, 0.088, -0.202], [0.071, 0.066, -0.062], [0.023, -0.005, -0.038], [-0.072, 0.017, 0.078], [0.120, 0.051, 0.088], [-0.118, -0.013, -0.158], [0.067, 0.061, 0.151], [0.100, -0.064, 0.067], [-0.033, -0.030, 0.087], [-0.084, 0.027, 0.019], [-0.043, 0.069, -0.083], [-0.011, 0.060, -0.080], [-0.012, -0.059, -0.078], [-0.060, -0.097, -0.029], [0.128, 0.104, -0.130]]
}

---

Record 3
{
  "formula": "C18H21GaN3S2",
  "method": "ωB97M-V with the def2-TZVPD basis set",
  "multiplicity": 1,
  "homo_lumo_gap_ev": 8.02,
  "de_lowest_kcal_mol": 1.2,
  "e_lumo_ev": -3.57,
  "total_charge": 1,
  "e_tot_ev": -97517.96096,
  "elements": ["Ga", "S", "C", "C", "C", "C", "C", "C", "N", "C", "C", "C", "C", "C", "C", "C", "H", "H", "H", "H", "H", "H", "H", "H", "C", "C", "N", "C", "S", "N", "C", "C", "H", "H", "H", "H", "H", "H", "H", "H", "H", "H", "H", "H", "H"],
  "coordinates": [[-0.787, -0.886, 0.979], [3.214, -0.886, 2.448], [3.430, -0.886, 0.741], [4.620, -0.886, -0.005], [4.527, -0.886, -1.400], [3.288, -0.886, -2.033], [2.109, -0.886, -1.280], [2.175, -0.886, 0.128], [1.094, -0.886, 0.993], [1.515, -0.886, 2.237], [0.564, -0.886, 3.334], [0.873, -0.886, 4.699], [-0.154, -0.886, 5.648], [-1.487, -0.886, 5.239], [-1.796, -0.886, 3.880], [-0.772, -0.886, 2.934], [5.588, -0.886, 0.487], [5.436, -0.886, -1.998], [3.231, -0.886, -3.119], [1.139, -0.886, -1.768], [1.902, -0.886, 5.046], [0.088, -0.886, 6.709], [-2.285, -0.886, 5.978], [-2.830, -0.886, 3.548], [0.435, 1.097, -3.915], [-0.125, 2.007, -2.839], [-0.168, 1.331, -1.551], [-1.166, 1.381, -0.645], [-0.787, 1.384, 0.979], [-2.461, 1.406, -1.013], [-3.055, 0.950, -2.258], [-4.291, 0.107, -1.995], [0.497, 1.628, -4.870], [-0.197, 0.214, -4.053], [1.439, 0.748, -3.651], [-1.103, 2.401, -3.120], [0.536, 2.872, -2.712], [0.736, 1.256, -1.097], [-3.093, 1.508, -0.227], [-2.332, 0.362, -2.828], [-3.331, 1.839, -2.834], [-4.038, -0.779, -1.402], [-4.736, -0.225, -2.938], [-5.044, 0.676, -1.440], [-2.397, -0.886, 0.979]],
  "forces_ev_per_angstrom": [[-3.114, 0.370, 1.417], [-0.078, 0.087, 0.365], [0.339, 0.040, -0.592], [-0.452, 0.000, -0.368], [0.395, 0.012, 0.691], [-0.819, 0.026, 0.394], [0.310, -0.086, 0.121], [0.400, -0.038, -1.943], [1.964, -1.087, -0.424], [0.195, -0.098, 1.394], [-0.520, -0.030, 1.091], [0.128, 0.044, 0.438], [0.382, -0.004, -0.372], [-0.037, 0.073, -0.229], [0.428, 0.019, -0.098], [0.397, -0.573, 0.369], [-0.161, 0.000, -0.056], [-0.185, -0.005, 0.173], [0.004, -0.032, 0.218], [0.121, -0.106, 0.001], [-0.034, 0.006, -0.014], [0.003, -0.010, -0.237], [0.148, -0.011, -0.084], [0.038, -0.037, 0.076], [0.006, -0.135, -0.246], [0.242, 0.275, -0.535], [-0.453, 0.010, 0.535], [-1.103, 0.473, -2.000], [0.301, 1.665, 1.399], [0.969, -0.122, 0.566], [-0.243, 0.221, -0.528], [-0.098, -0.153, 0.256], [0.017, -0.091, 0.149], [0.032, 0.100, -0.013], [-0.129, 0.119, -0.054], [0.058, -0.169, 0.208], [-0.137, -0.014, -0.081], [-0.140, 0.099, -0.087], [0.126, -0.064, -0.120], [0.089, 0.183, 0.114], [0.043, -0.194, -0.217], [-0.016, 0.109, -0.108], [0.087, 0.120, 0.154], [0.056, -0.048, -0.122], [0.443, -0.944, -1.601]]
}